Formula: C43H118O16
Source: the OMol25 dataset
Level of theory: ωB97M-V with the def2-TZVPD basis set

Geometry as XYZ:
```
177
C43H118O16, DFT ωB97M-V with the def2-TZVPD basis set
C -4.123 -3.155 4.279
C -2.595 -2.844 4.243
C -1.894 -2.580 5.600
O -1.938 -3.936 3.493
H -4.679 -2.219 4.444
H -4.360 -3.806 5.146
H -4.333 -3.574 3.330
H -2.510 -1.933 3.634
H -1.943 -3.450 6.259
H -2.188 -1.671 6.041
H -0.800 -2.442 5.349
H -1.017 -3.638 3.430
C -2.390 1.211 -3.470
C -2.219 0.270 -4.642
C -0.837 -0.296 -4.748
O -3.231 -0.705 -4.573
H -1.742 2.052 -3.464
H -2.143 0.579 -2.560
H -3.481 1.515 -3.331
H -2.580 0.771 -5.602
H -0.503 -0.769 -3.802
H -0.143 0.527 -4.865
H -0.750 -1.058 -5.504
H -3.313 -1.059 -3.657
C 8.682 -0.229 -3.180
C 8.138 0.613 -2.036
C 7.350 1.780 -2.679
O 7.245 -0.105 -1.243
H 7.900 -0.534 -3.832
H 9.282 -1.096 -2.827
H 9.432 0.468 -3.737
H 8.899 0.908 -1.320
H 6.628 1.385 -3.425
H 7.984 2.483 -3.117
H 6.798 2.388 -1.924
H 6.455 -0.314 -1.725
C 4.058 -2.758 -1.993
C 4.100 -1.656 -2.976
C 3.276 -0.448 -2.534
O 5.496 -1.273 -3.140
H 4.356 -2.403 -1.007
H 4.746 -3.617 -2.259
H 3.082 -3.187 -1.876
H 3.723 -1.955 -3.996
H 2.236 -0.593 -2.695
H 3.430 0.457 -3.076
H 3.474 -0.161 -1.493
H 5.994 -2.126 -3.364
C -1.363 -0.423 0.887
C -0.019 -0.643 0.218
C 0.380 0.628 -0.508
O 0.974 -0.978 1.226
H -2.141 -0.320 0.146
H -1.304 0.561 1.491
H -1.616 -1.268 1.576
H -0.039 -1.438 -0.504
H -0.534 1.163 -0.855
H 1.096 0.467 -1.251
H 0.876 1.334 0.251
H 1.017 -0.251 1.849
C 2.017 2.663 -3.479
C 1.416 4.087 -3.637
C 0.402 4.189 -4.829
O 0.715 4.482 -2.399
H 2.567 2.652 -2.516
H 2.726 2.308 -4.292
H 1.258 1.939 -3.408
H 2.220 4.713 -3.873
H -0.276 5.029 -4.604
H -0.206 3.316 -4.944
H 0.943 4.262 -5.782
H 1.372 5.025 -1.870
C -2.923 6.972 -1.308
C -3.314 5.571 -1.802
C -4.765 5.515 -2.234
O -2.486 5.146 -2.910
H -3.384 7.124 -0.324
H -3.290 7.779 -2.015
H -1.840 7.078 -1.259
H -3.167 4.845 -0.981
H -5.383 5.619 -1.311
H -5.027 4.630 -2.799
H -5.002 6.405 -2.817
H -1.568 5.324 -2.671
C 2.245 -3.705 4.593
C 2.008 -3.360 3.122
C 2.178 -4.565 2.233
O 0.612 -2.899 3.075
H 1.971 -2.848 5.223
H 3.316 -3.905 4.729
H 1.750 -4.623 4.960
H 2.671 -2.489 2.852
H 1.455 -5.343 2.483
H 3.166 -5.039 2.378
H 2.157 -4.295 1.188
H 0.588 -2.259 2.366
C -5.369 -1.562 -1.801
C -4.285 -2.289 -1.050
C -4.617 -3.816 -1.089
O -3.028 -2.102 -1.734
H -6.298 -1.734 -1.260
H -5.559 -2.072 -2.778
H -5.269 -0.490 -1.882
H -4.186 -1.984 -0.011
H -3.776 -4.425 -0.756
H -4.691 -4.220 -2.158
H -5.497 -3.990 -0.589
H -2.455 -2.787 -1.419
C 1.037 2.235 5.155
C 1.786 1.383 4.108
C 1.831 -0.009 4.595
O 1.133 1.534 2.813
H 0.058 1.857 5.266
H 0.924 3.238 4.721
H 1.552 2.383 6.098
H 2.785 1.813 3.881
H 0.854 -0.415 4.819
H 2.451 0.009 5.540
H 2.204 -0.656 3.881
H 0.168 1.570 2.996
C -6.803 2.157 1.538
C -5.726 1.127 1.094
C -4.658 0.841 2.163
O -6.534 -0.025 0.907
H -6.271 3.000 1.936
H -7.415 1.657 2.306
H -7.512 2.419 0.752
H -5.118 1.439 0.215
H -5.044 0.787 3.173
H -3.907 1.669 2.110
H -4.136 -0.072 2.008
H -5.958 -0.785 0.654
C -1.742 3.595 1.672
C -2.387 3.564 3.059
O -2.058 2.304 3.761
H -1.961 2.621 1.274
H -0.697 3.711 1.913
H -2.177 4.372 1.038
H -3.447 3.687 3.018
H -1.867 4.271 3.777
H -2.613 1.637 3.400
C -1.267 -4.266 -3.373
C -0.570 -4.861 -2.245
O -0.863 -4.115 -1.064
H -2.250 -4.052 -3.084
H -1.310 -4.965 -4.227
H -0.831 -3.283 -3.614
H 0.528 -4.962 -2.375
H -0.886 -5.864 -2.060
H -0.840 -4.651 -0.288
C -2.041 -7.305 -0.208
C -1.839 -6.730 1.183
O -0.752 -5.815 1.256
H -2.922 -7.916 -0.235
H -1.168 -7.828 -0.667
H -2.180 -6.365 -0.872
H -1.620 -7.526 1.904
H -2.718 -6.135 1.478
H -0.834 -5.381 2.154
C 2.615 4.025 0.878
C 1.854 5.307 0.530
O 2.338 5.974 -0.645
H 3.658 4.345 0.989
H 2.648 3.249 0.053
H 2.304 3.586 1.828
H 1.853 6.039 1.396
H 0.797 5.080 0.266
H 3.198 6.275 -0.469
C 4.510 0.466 1.198
C 5.809 0.749 1.910
O 6.895 0.069 1.425
H 4.286 0.847 0.219
H 3.703 0.865 1.797
H 4.234 -0.598 1.211
H 5.616 0.498 2.966
H 5.951 1.822 1.980
H 6.870 -0.010 0.451
```

Relative energy (zero: lowest compared OMol25 entry of this formula, charge and spin) = 67.7 kJ/mol
Spin multiplicity = 1
Charge = 0
E = -79261.8039 eV
LUMO energy = 0.4483 eV
HOMO-LUMO gap = 9.85 eV